(a)
Molecular formula: C4H11InNO
Method: DFT, the ωB97M-V functional and the def2-TZVPD basis

Properties
2S+1: 1
E_HOMO, eV: -24.18
HOMO-LUMO gap, eV: 5.1
Total charge: +3

Atoms and positions in Å:
In  2.24  2.34  1.45
C  -2.07  0.19  -0.50
C  -0.73  0.17  0.22
C  0.35  -0.11  -0.81
O  1.65  -0.13  -0.24
C  2.07  -1.45  0.18
N  -0.51  1.39  0.87
H  -2.36  -0.73  -1.00
H  -2.08  0.97  -1.26
H  -2.91  0.36  0.17
H  -0.78  -0.68  0.90
H  0.40  0.70  -1.54
H  0.12  -1.01  -1.37
H  1.34  -1.90  0.86
H  3.03  -1.39  0.71
H  2.18  -2.10  -0.68
H  -1.00  1.27  1.74
H  -0.94  2.10  0.29

---

(b)
Molecular formula: C4H11InNO
Method: DFT, the ωB97M-V functional and the def2-TZVPD basis

Properties
2S+1: 1
E_HOMO, eV: -22.21
HOMO-LUMO gap, eV: 3.9
Total charge: +3

Atoms and positions in Å:
In  4.79  1.47  3.31
C  -1.75  -1.46  0.41
C  -0.32  -0.89  0.44
C  -0.12  0.16  -0.65
O  1.13  0.82  -0.65
C  1.09  1.67  -1.81
N  -0.05  -0.48  1.77
H  -1.98  -1.72  -0.62
H  -2.59  -0.84  0.72
H  -1.79  -2.34  1.06
H  0.33  -1.72  0.15
H  -0.93  0.87  -0.68
H  -0.20  -0.36  -1.61
H  1.00  1.17  -2.77
H  2.02  2.22  -1.69
H  0.32  2.44  -1.80
H  -0.17  -1.21  2.46
H  -0.77  0.20  1.97

---

(b) ends up most stable, edging out the next structure by 0.0346 hartree.

---

(a)
Molecular formula: C38H82BF4N4O6
Method: DFT, the ωB97M-V functional and the def2-TZVPD basis

Properties
2S+1: 1
E_HOMO, eV: -7.43
HOMO-LUMO gap, eV: 5.4
Total charge: +1

Atoms and positions in Å:
C  -6.48  2.85  3.10
C  -5.41  1.81  2.75
C  -5.55  1.33  1.33
N  -4.33  0.72  0.73
C  -3.27  1.77  0.53
C  -3.47  2.72  -0.64
C  -3.83  1.95  -1.90
C  -4.98  1.00  -1.69
C  -4.70  0.03  -0.55
C  -3.86  -0.38  1.63
H  -6.38  3.79  2.55
H  -6.46  3.06  4.17
H  -7.47  2.46  2.85
H  -5.67  0.97  3.41
H  -4.39  2.12  2.98
H  -5.84  2.15  0.66
H  -6.34  0.59  1.17
H  -3.07  2.27  1.48
H  -2.36  1.18  0.36
H  -4.37  3.30  -0.38
H  -2.55  3.28  -0.79
H  -4.17  2.68  -2.65
H  -2.95  1.45  -2.32
H  -5.94  1.49  -1.50
H  -5.17  0.45  -2.61
H  -5.56  -0.61  -0.38
H  -3.80  -0.50  -0.85
H  -3.18  -0.96  1.04
H  -4.72  -0.93  2.00
H  -3.29  0.06  2.45
C  -2.90  2.72  -6.44
C  -1.98  1.89  -5.57
C  -1.10  0.95  -6.39
N  -0.19  0.07  -5.59
C  0.62  -0.81  -6.49
C  1.60  -0.02  -7.33
C  2.60  0.69  -6.42
C  1.82  1.60  -5.50
C  0.78  0.83  -4.70
C  -0.97  -0.81  -4.71
H  -3.60  3.26  -5.79
H  -3.54  2.17  -7.13
H  -2.40  3.54  -6.95
H  -2.58  1.27  -4.90
H  -1.41  2.53  -4.89
H  -0.55  1.51  -7.14
H  -1.77  0.22  -6.85
H  -0.03  -1.39  -7.14
H  1.17  -1.48  -5.82
H  1.07  0.69  -7.97
H  2.12  -0.71  -7.99
H  3.35  1.25  -7.00
H  3.16  -0.07  -5.88
H  1.35  2.41  -6.05
H  2.47  2.03  -4.73
H  0.15  1.58  -4.22
H  1.14  0.09  -3.99
H  -1.76  -1.29  -5.29
H  -1.40  -0.32  -3.84
H  -0.24  -1.52  -4.33
C  4.50  1.11  2.52
C  3.81  1.36  1.18
C  2.51  2.10  1.41
N  1.87  2.52  0.11
C  0.39  2.81  0.42
C  0.24  3.93  1.42
C  0.91  5.21  0.97
C  2.33  4.94  0.51
C  2.44  3.79  -0.46
C  1.84  1.41  -0.86
H  5.36  0.45  2.33
H  3.82  0.56  3.16
H  4.95  2.00  2.96
H  3.63  0.38  0.73
H  4.46  1.94  0.53
H  2.72  2.98  2.01
H  1.80  1.42  1.87
H  -0.12  1.88  0.63
H  -0.08  3.19  -0.50
H  0.65  3.55  2.36
H  -0.80  4.04  1.72
H  0.92  5.90  1.82
H  0.39  5.74  0.17
H  3.14  4.95  1.25
H  2.75  5.78  -0.08
H  3.47  3.54  -0.69
H  1.86  3.95  -1.37
H  1.47  0.56  -0.30
H  2.88  1.24  -1.14
H  1.28  1.60  -1.77
C  4.46  -7.34  5.90
C  3.30  -6.47  5.47
C  3.66  -5.01  5.53
N  2.67  -4.03  4.97
C  2.57  -4.28  3.46
C  1.81  -3.19  2.75
C  2.50  -1.88  3.01
C  2.48  -1.59  4.47
C  3.18  -2.62  5.33
C  1.33  -4.20  5.60
H  4.09  -8.37  5.92
H  4.73  -7.20  6.95
H  5.37  -7.30  5.31
H  2.40  -6.72  6.03
H  3.02  -6.79  4.46
H  4.65  -4.79  5.13
H  3.70  -4.73  6.59
H  3.60  -4.30  3.10
H  2.18  -5.28  3.33
H  1.59  -3.32  1.69
H  0.80  -3.12  3.19
H  3.51  -1.83  2.58
H  1.98  -1.08  2.47
H  3.01  -0.66  4.70
H  1.45  -1.47  4.81
H  4.26  -2.69  5.17
H  3.04  -2.45  6.39
H  1.45  -4.20  6.68
H  1.01  -5.18  5.28
H  0.66  -3.41  5.30
B  -0.47  0.88  3.65
F  -1.13  2.11  3.92
F  -0.71  0.56  2.28
F  0.90  1.16  3.85
F  -0.92  -0.14  4.47
O  -0.85  -4.25  -3.28
C  -0.89  -4.65  -4.62
O  -0.12  -3.95  -5.38
O  -1.60  -5.60  -4.91
H  -0.15  -3.58  -3.29
O  -0.18  -1.81  0.41
C  -0.18  -1.52  -0.98
O  -0.81  -0.41  -1.20
O  0.42  -2.19  -1.79
H  -0.67  -0.97  0.56

---

(b)
Molecular formula: C38H82BF4N4O6
Method: DFT, the ωB97M-V functional and the def2-TZVPD basis

Properties
2S+1: 1
E_HOMO, eV: -8.38
HOMO-LUMO gap, eV: 6.3
Total charge: +1

Atoms and positions in Å:
C  4.44  3.37  5.21
C  4.49  3.39  3.66
C  4.18  1.98  3.12
N  4.54  1.65  1.71
C  4.01  0.26  1.38
C  4.45  -0.14  -0.04
C  5.94  -0.09  -0.26
C  6.47  1.34  0.11
C  6.07  1.73  1.53
C  3.84  2.63  0.77
H  5.11  2.69  5.74
H  3.47  2.93  5.46
H  4.56  4.40  5.52
H  5.33  3.85  3.14
H  3.67  4.03  3.35
H  3.10  1.87  3.27
H  4.61  1.23  3.77
H  4.28  -0.39  2.20
H  2.93  0.36  1.33
H  4.14  -1.17  -0.25
H  3.88  0.44  -0.77
H  6.38  -0.79  0.45
H  6.14  -0.38  -1.29
H  7.54  1.46  -0.03
H  6.01  2.03  -0.60
H  6.54  0.97  2.15
H  6.40  2.72  1.85
H  4.46  3.52  0.91
H  2.80  2.75  1.08
H  3.96  2.40  -0.28
C  -5.02  2.07  6.13
C  -3.81  2.00  5.22
C  -4.19  1.22  3.99
N  -3.11  1.06  2.89
C  -1.88  0.46  3.59
C  -2.05  -0.95  4.03
C  -2.59  -1.84  2.88
C  -3.84  -1.31  2.23
C  -3.68  0.17  1.79
C  -2.76  2.40  2.31
H  -4.94  2.67  7.04
H  -5.29  1.08  6.50
H  -5.95  2.37  5.64
H  -3.00  1.55  5.81
H  -3.52  3.01  4.93
H  -5.03  1.66  3.45
H  -4.45  0.20  4.26
H  -1.61  1.10  4.43
H  -1.13  0.65  2.81
H  -2.80  -0.98  4.83
H  -1.12  -1.35  4.42
H  -2.71  -2.88  3.19
H  -1.84  -2.02  2.11
H  -4.79  -1.39  2.75
H  -4.13  -1.76  1.27
H  -4.68  0.57  1.62
H  -3.04  0.32  0.93
H  -2.13  2.13  1.47
H  -2.21  2.84  3.15
H  -3.68  2.82  1.92
C  2.12  -4.04  -3.53
C  0.97  -3.16  -3.00
C  -0.37  -3.82  -3.38
N  -1.59  -3.41  -2.61
C  -2.79  -4.12  -3.23
C  -2.83  -5.62  -3.10
C  -2.67  -6.09  -1.67
C  -1.50  -5.41  -1.01
C  -1.44  -3.87  -1.11
C  -1.83  -1.93  -2.68
H  2.14  -3.99  -4.62
H  1.83  -5.08  -3.37
H  3.03  -3.89  -2.95
H  1.06  -2.10  -3.19
H  1.22  -3.29  -1.94
H  -0.29  -4.90  -3.40
H  -0.57  -3.47  -4.40
H  -2.96  -3.74  -4.23
H  -3.62  -3.78  -2.59
H  -1.94  -6.13  -3.49
H  -3.70  -6.05  -3.59
H  -2.67  -7.17  -1.66
H  -3.55  -5.78  -1.07
H  -0.61  -5.90  -1.40
H  -1.61  -5.66  0.05
H  -0.51  -3.42  -0.79
H  -2.35  -3.47  -0.65
H  -1.96  -1.68  -3.74
H  -0.99  -1.33  -2.34
H  -2.78  -1.60  -2.28
C  -2.85  3.17  -1.26
C  -1.62  3.30  -2.16
C  -1.04  1.94  -2.49
N  0.31  1.97  -3.22
C  0.25  2.89  -4.41
C  -0.66  2.24  -5.46
C  -0.14  0.88  -5.87
C  0.00  -0.09  -4.75
C  0.69  0.55  -3.56
C  1.36  2.40  -2.20
H  -3.26  4.12  -0.92
H  -2.66  2.59  -0.35
H  -3.69  2.72  -1.80
H  -0.94  3.94  -1.59
H  -1.94  3.88  -3.02
H  -1.73  1.48  -3.19
H  -0.91  1.27  -1.64
H  -0.11  3.89  -4.18
H  1.21  3.00  -4.92
H  -1.71  2.27  -5.16
H  -0.58  2.87  -6.35
H  -0.94  0.57  -6.55
H  0.66  1.01  -6.60
H  -1.04  -0.34  -4.49
H  0.39  -1.07  -5.02
H  0.57  -0.06  -2.67
H  1.76  0.48  -3.77
H  1.45  1.82  -1.28
H  1.07  3.43  -2.00
H  2.29  2.41  -2.77
B  0.17  -0.03  -0.30
F  1.04  0.02  -1.40
F  0.17  -1.32  0.21
F  0.65  0.93  0.61
F  -1.15  0.48  -0.61
O  0.38  3.00  2.62
C  0.19  4.14  1.82
O  -0.33  5.11  2.37
O  0.53  3.99  0.61
H  0.70  2.54  1.81
O  1.13  -4.08  1.97
C  0.24  -5.04  2.36
O  0.65  -6.17  2.70
O  -0.99  -4.74  2.30
H  0.44  -3.41  1.79

---

(a) ends up most stable, edging out the next structure by 0.1512 hartree.

---

(a)
Molecular formula: C2H4P2S
Method: DFT, the ωB97M-V functional and the def2-TZVPD basis

Properties
2S+1: 1
E_HOMO, eV: -8.31
HOMO-LUMO gap, eV: 7.6

Atoms and positions in Å:
C  0.52  0.60  -0.37
C  0.60  -0.65  0.39
P  -0.99  1.62  0.26
P  -2.41  0.10  0.04
S  -1.33  -1.63  -0.29
H  1.29  1.18  0.02
H  0.37  0.64  -1.49
H  1.48  -1.27  0.06
H  0.48  -0.58  1.38

---

(b)
Molecular formula: C2H4P2S
Method: DFT, the ωB97M-V functional and the def2-TZVPD basis

Properties
2S+1: 1
E_HOMO, eV: -8.93
HOMO-LUMO gap, eV: 7.7
SMILES string: P#P=S.C=C

Atoms and positions in Å:
C  0.99  0.30  -0.71
C  1.32  0.18  0.57
P  -2.08  1.36  0.38
P  -2.21  -0.55  0.04
S  -2.67  -2.42  -0.13
H  1.65  0.83  -1.35
H  -0.03  -0.03  -0.90
H  0.72  -0.26  1.24
H  2.30  0.58  0.87

---

(c)
Molecular formula: C2H4P2S
Method: DFT, the ωB97M-V functional and the def2-TZVPD basis

Properties
2S+1: 1
E_HOMO, eV: -8.15
HOMO-LUMO gap, eV: 7.6
SMILES string: CP(=S)=C=P

Atoms and positions in Å:
C  0.67  1.70  -0.19
C  0.25  -0.99  -0.32
P  0.17  3.24  -0.11
P  1.36  0.26  0.21
S  3.29  0.13  0.26
H  0.42  -2.06  0.02
H  0.27  -0.91  -1.41
H  -0.65  -0.93  0.18
H  0.12  3.10  1.20

---

(a) ends up most stable, edging out the next structure by 0.0401 hartree.